Record 1
The following is a quantum chemistry calculation of a 2-piece molecular cluster, C51H60FN2 overall at a distorted geometry, from the OMol25 dataset.

Results
* Kohn-Sham gap: 1.9902 eV
* F_max: 2.5 eV/Å
* electronic energy: -59549.0206 eV
* HOMO level: -7.919 eV
* total charge: +1

XYZ file:
```
114
C51H60FN2 the ωB97M-V functional and the def2-TZVPD basis
C 0.19522 2.19183 -1.77604
C -0.86692 2.61380 -0.77924
C -0.31553 3.77584 0.05590
C -2.07125 3.14030 -1.56923
C -1.35566 1.48261 0.17223
C -2.25678 1.90716 1.15851
C -2.61162 1.07024 2.21016
C -2.26044 -0.27698 2.16583
C -1.71324 -0.82441 0.99494
C -2.02382 -2.31456 0.65852
C -0.82618 -3.24853 0.77713
C -2.67967 -2.41252 -0.72538
C -3.02813 -2.90292 1.66214
C -0.96545 0.11410 0.17962
N 0.34926 -0.25999 -0.26657
C 1.49178 0.18555 0.39776
C 1.46420 1.22840 1.29876
C 2.64146 1.83878 1.87300
C 3.74280 2.24696 1.08255
C 4.94948 2.55676 1.69739
C 5.03684 2.57045 3.09771
C 3.89614 2.36715 3.88172
C 2.68586 2.03579 3.27494
N 2.48195 -0.75564 0.18426
C 3.76871 -0.86260 0.83852
C 3.87584 -1.16465 2.23560
C 2.79016 -1.85548 3.12892
C 3.07731 -1.68566 4.62849
C 2.78667 -3.35409 2.80390
C 1.39359 -1.30734 2.93468
C 5.13670 -1.02285 2.83578
C 6.29146 -1.09323 2.06560
C 6.16751 -1.08960 0.68624
C 4.95143 -0.75270 0.06900
C 5.15030 -0.26823 -1.40238
C 6.28538 0.77425 -1.41286
C 3.98764 0.42810 -2.08161
C 5.57070 -1.47322 -2.25359
C 2.00448 -1.65489 -0.77014
C 0.72645 -1.33493 -1.05663
H -0.17412 1.42706 -2.46677
H 0.49546 3.07374 -2.36046
H 1.08725 1.83527 -1.25440
H -1.11898 4.31018 0.57350
H 0.40431 3.41357 0.79632
H 0.20058 4.49687 -0.59259
H -2.86434 3.50316 -0.90548
H -1.76107 3.97149 -2.21695
H -2.48258 2.34467 -2.20096
H -2.63091 2.93440 1.14545
H -3.19143 1.45566 3.04834
H -2.48203 -0.90112 3.04156
H -0.31350 -3.09926 1.73487
H -1.18810 -4.28775 0.74840
H -0.10598 -3.14184 -0.03560
H -3.66706 -1.93316 -0.68805
H -2.09194 -1.91668 -1.50471
H -2.82388 -3.46590 -1.00509
H -3.95354 -2.31748 1.72742
H -3.31465 -3.92511 1.36214
H -2.58423 -2.98854 2.66231
H 0.47569 1.48688 1.66983
H 3.59921 2.34306 0.00398
H 5.82523 2.78680 1.09195
H 6.00458 2.74836 3.57337
H 3.95305 2.44314 4.97164
H 1.77347 1.88674 3.86059
H 3.22524 -0.62825 4.88214
H 2.20685 -2.04145 5.19842
H 3.93991 -2.27719 4.95330
H 2.56351 -3.52080 1.74301
H 3.77074 -3.78747 3.02346
H 2.03281 -3.87138 3.41423
H 1.03351 -1.46914 1.92101
H 0.69186 -1.81573 3.61037
H 1.36506 -0.23990 3.17055
H 5.24524 -0.93619 3.92389
H 7.27436 -1.15138 2.53953
H 7.06114 -1.24837 0.07681
H 7.25048 0.34552 -1.12778
H 6.39474 1.20359 -2.41798
H 6.04899 1.58861 -0.71662
H 3.15648 -0.24127 -2.31378
H 3.64034 1.28345 -1.49612
H 4.35613 0.82726 -3.04046
H 4.79203 -2.24675 -2.23130
H 5.72586 -1.17710 -3.30116
H 6.50187 -1.91668 -1.88378
H 2.62149 -2.46193 -1.13915
H 0.04208 -1.76495 -1.77257
F -4.87373 -4.10562 4.54125
C -5.03125 -2.76315 4.76922
C -5.69558 -2.00418 3.80443
C -5.65398 -0.62558 3.93588
C -4.96895 0.00170 5.01755
C -4.80165 1.41423 5.00797
C -3.96660 2.17991 5.86501
C -4.27419 3.55736 6.08614
C -3.54501 4.30917 6.99404
C -2.45052 3.74840 7.67027
C -2.07274 2.42402 7.39698
C -2.79109 1.65567 6.48595
C -4.49521 -0.84136 6.06864
C -4.48311 -2.22332 5.92831
H -6.19487 -2.48494 2.96298
H -6.12606 0.01024 3.18557
H -5.42945 1.96821 4.30343
H -5.11696 3.98939 5.54438
H -3.82631 5.34542 7.18714
H -1.88735 4.33804 8.39469
H -1.21000 1.98625 7.90050
H -2.45518 0.64633 6.23161
H -4.11936 -0.38570 6.98201
H -4.04748 -2.86514 6.69193
```

Record 2
The following is a quantum chemistry calculation of C35H40N5O2PtSSb as an isolated structure at a distorted geometry, from the OMol25 dataset.

Results
* Kohn-Sham gap (alpha / beta): 5.5943 / 4.8784 eV
* F_max: 9.8 eV/Å
* electronic energy: -69084.1750 eV
* HOMO level (alpha / beta): -11.201 / -13.095 eV
* total charge: +2
* ⟨S²⟩: 6.079
* 2S+1: 5

XYZ file:
```
85
C35H40N5O2PtSSb the ωB97M-V functional and the def2-TZVPD basis
Pt 0.34406 -0.70105 0.23973
O 2.11883 -0.74324 -1.33323
C 1.96751 -1.29730 -2.46397
C 2.85630 -1.05496 -3.61310
C 2.69503 -1.61494 -4.91707
C 1.67359 -2.63883 -5.20797
C 0.60220 -2.46437 -4.27822
C 0.83371 -2.05425 -2.94894
C -0.35099 -2.38838 -2.10525
N -0.57002 -1.97557 -1.01436
N -1.74994 -2.53413 -0.37066
C -2.14319 -1.94507 0.67591
O -1.54015 -0.97791 1.41097
C -3.48389 -2.27001 1.25352
C -3.96389 -1.40265 2.21716
C -5.12675 -1.63698 2.86859
C -5.79483 -2.83780 2.64493
C -5.38233 -3.59943 1.57188
C -4.20980 -3.38489 0.86880
H 3.86185 -0.63420 -3.27430
H 3.53283 -1.67900 -5.70174
H 2.03685 -3.39261 -5.95319
H -0.53266 -2.49966 -4.61069
H -1.28339 -3.15414 -2.16567
H -3.39398 -0.51906 2.34979
H -5.44565 -0.82965 3.50521
H -6.63041 -3.12596 3.28288
H -5.84019 -4.51910 1.24579
H -3.95321 -4.14277 0.17090
N 3.00014 -0.01912 3.56381
C 3.81513 1.06245 3.36292
C 5.05772 1.18049 4.09825
C 5.74182 2.35413 3.86269
C 5.38929 3.13190 2.75787
C 4.28199 2.96382 2.00088
C 3.35192 1.96026 2.39031
S 1.71265 2.05134 1.97125
N 1.61731 0.21949 1.66648
C 2.13191 -0.55964 2.64518
C 1.69346 -2.01496 2.64993
C 2.01496 -2.89406 3.67616
C 1.79817 -4.13165 3.44791
C 0.85836 -4.56940 2.38351
C 0.56680 -3.56550 1.48743
N 0.96147 -2.25235 1.57905
H 3.42238 -0.77388 4.14970
H 5.11863 0.39330 4.88504
H 6.73064 2.44572 4.28537
H 5.92184 4.06956 2.55139
H 3.90348 3.49031 1.13607
H 2.60272 -2.52347 4.57031
H 2.21320 -4.72616 4.18804
H 0.53807 -5.58763 2.37688
H -0.01385 -3.61346 0.66654
C -3.24739 0.31034 -2.24266
C -1.89399 0.97506 -2.56013
C -2.25074 2.19988 -3.44867
Sb -0.65077 1.51198 -0.95863
C -1.63041 2.72187 0.49538
C -3.07607 2.26249 0.89803
C -1.46214 4.16864 0.21445
C 1.09054 2.57237 -1.66800
C 1.50513 1.85665 -3.03421
C 1.05248 4.07819 -1.85754
H -3.76128 0.07293 -3.22300
H -3.88733 1.03451 -1.73675
H -3.04807 -0.53414 -1.55978
H -1.21881 0.33226 -3.20657
H -2.98062 2.83835 -2.78981
H -2.88714 1.89312 -4.32903
H -1.40307 2.79107 -3.72084
H -1.15089 2.43305 1.43347
H -3.87468 2.37758 0.11490
H -3.49701 2.82999 1.77734
H -3.14216 1.13381 1.15512
H -1.78953 4.35798 -0.85160
H -0.40090 4.41044 0.22828
H -1.94465 4.79715 0.91123
H 1.90295 2.24996 -1.01150
H 1.34591 2.40069 -3.94721
H 0.97956 0.87629 -3.09238
H 2.56404 1.60012 -2.97955
H 0.15320 4.42630 -2.44148
H 1.97540 4.39143 -2.38190
H 1.07070 4.55604 -0.88760
```

Record 3
The following is a quantum chemistry calculation of a 2-piece molecular cluster, C3H11NP2Si overall at a distorted geometry, from the OMol25 dataset.

Results
* Kohn-Sham gap (alpha / beta): 7.8650 / 6.7535 eV
* F_max: 4.1 eV/Å
* electronic energy: -31230.0098 eV
* HOMO level (alpha / beta): -8.867 / -8.219 eV
* total charge: 0

XYZ file:
```
18
C3H11NP2Si the ωB97M-V functional and the def2-TZVPD basis
C 1.09876 -1.25570 1.94858
C -1.80443 -0.63571 1.04840
C 0.63247 -0.74961 -1.13685
N -0.86598 1.88076 -2.19696
Si 0.05460 -0.33207 0.64059
P 0.32940 2.60331 -2.75104
P 0.19182 1.94988 0.96061
H 0.32650 -1.81135 2.43719
H 2.01807 -1.70974 1.41435
H 1.68290 -0.63062 2.59803
H -2.03533 -0.27897 2.02312
H -2.52224 -0.10593 0.38080
H -1.98877 -1.61727 1.08096
H 1.10199 -1.82763 -1.23398
H -0.23537 -0.58071 -1.89648
H 1.56244 -0.13483 -1.17582
H -0.23569 3.47796 -3.78067
H 0.68885 1.75823 -0.36082
```

Record 4
The following is a quantum chemistry calculation of the molecule CH2BrPSi at a distorted geometry, from the OMol25 dataset.

Results
* Kohn-Sham gap: 8.6124 eV
* F_max: 3.4 eV/Å
* electronic energy: -88275.6014 eV
* HOMO level: -8.808 eV
* total charge: 0

XYZ file:
```
6
CH2BrPSi the ωB97M-V functional and the def2-TZVPD basis
C 0.05860 0.77669 -0.60851
Si 0.01212 -0.50073 0.82110
P -1.47580 0.98177 -0.00223
Br 0.96252 1.38907 -2.10119
H -0.54378 -1.68705 0.09392
H 0.98634 -0.95975 1.79692
```

Record 5
The following is a quantum chemistry calculation of C31H68Li2N7O7 as an isolated structure at a distorted geometry, from the OMol25 dataset.

Results
* Kohn-Sham gap: 4.7407 eV
* F_max: 2.5 eV/Å
* electronic energy: -58416.4228 eV
* HOMO level: -9.849 eV
* total charge: +1

XYZ file:
```
115
C31H68Li2N7O7 the ωB97M-V functional and the def2-TZVPD basis
Li 1.25816 1.68403 -3.62488
Li 4.48815 -0.21111 -2.44782
C 0.50413 0.35036 -0.38795
C 1.46226 -0.05980 -1.48833
O 2.62363 -0.42611 -1.17546
O 0.99947 -0.10305 -2.69101
H 0.42059 1.43916 -0.32141
H 0.93466 0.04058 0.56694
H -0.50488 -0.05154 -0.42787
C 4.94593 0.52554 1.66438
O 5.83423 1.13094 2.26091
N 4.94092 -0.82451 1.55104
N 3.91707 1.15401 1.01846
H 5.63977 -1.31805 2.07591
H 4.31604 -1.33965 0.95339
H 3.18959 0.68185 0.51240
H 3.78985 2.14638 0.99532
C 1.08050 -2.72005 -5.53027
O 1.36949 -3.57210 -6.34881
N 1.79760 -2.48546 -4.35925
N -0.03572 -1.93621 -5.62350
H 2.62676 -3.02250 -4.19886
H 1.44940 -1.78291 -3.73372
H -0.22869 -1.28306 -4.89015
H -0.58903 -1.96832 -6.45906
C -1.52462 5.09336 4.36746
C -0.74499 4.86142 3.05042
C -0.25221 6.20317 2.52242
C 0.97050 6.84790 3.15311
C 2.09629 5.83085 2.89950
C 1.77400 4.44106 3.48103
N 0.41844 4.00186 3.19735
O 0.06946 2.72329 3.70246
C 2.70446 3.48651 2.67896
C 2.11105 4.30516 4.95796
C -1.72023 4.27118 2.02200
H -2.36105 5.76972 4.21826
H -0.90532 5.34986 5.23166
H -1.85616 4.11045 4.72159
H -0.02435 6.13412 1.44883
H -1.11786 6.87401 2.49011
H 0.91413 6.91253 4.24558
H 1.07496 7.87418 2.80829
H 3.09999 6.08892 3.25615
H 2.36080 5.82854 1.83423
H 2.44879 3.52590 1.62209
H 3.74590 3.74863 2.89745
H 2.69320 2.47895 3.10221
H 2.02904 3.27005 5.28432
H 3.08571 4.71704 5.22108
H 1.38392 4.86650 5.55272
H -2.56287 4.88345 1.71322
H -2.17080 3.38299 2.47593
H -1.06667 3.91037 1.22268
H 0.21653 2.16391 2.93208
C -2.83373 0.86515 -2.53154
C -4.14591 0.58877 -1.77246
C -4.50443 1.87880 -1.01528
C -6.00086 2.15110 -0.70564
C -6.88510 1.90624 -1.90544
C -6.56740 0.54447 -2.59358
N -5.13567 0.34611 -2.81893
O -4.82715 -0.61180 -3.79534
C -7.14493 -0.61881 -1.74895
C -7.36163 0.59337 -3.89571
C -3.92912 -0.60740 -0.85467
H -2.94872 1.70792 -3.21395
H -2.46221 0.00816 -3.10200
H -1.96757 1.04738 -1.88257
H -4.05404 1.73312 -0.02812
H -4.00655 2.73693 -1.46456
H -6.11485 3.17782 -0.35527
H -6.29152 1.50760 0.12593
H -6.81309 2.66557 -2.68292
H -7.92018 1.77668 -1.58678
H -6.73672 -0.61686 -0.73760
H -8.23203 -0.65497 -1.67982
H -6.80936 -1.56535 -2.18031
H -8.42627 0.62548 -3.65912
H -7.15508 1.35811 -4.64829
H -7.29340 -0.33033 -4.48547
H -3.89568 -1.51932 -1.46525
H -4.74162 -0.83304 -0.16629
H -2.94123 -0.60893 -0.38938
H -4.99351 -0.13950 -4.61929
C 0.97808 -3.99423 0.26963
C 2.31518 -4.21519 0.99597
C 2.22210 -5.55849 1.73796
C 2.42651 -6.76637 0.83165
C 3.83376 -6.63621 0.27349
C 4.03638 -5.36729 -0.57713
N 3.57040 -4.20054 0.19864
O 3.76944 -2.97627 -0.48932
C 5.52937 -5.25362 -0.86821
C 3.22840 -5.48398 -1.89937
C 2.44030 -3.10833 2.03641
H 0.72051 -4.85021 -0.35839
H 1.02824 -3.15593 -0.44058
H 0.11263 -3.73923 0.87892
H 2.79629 -5.62486 2.66567
H 1.19994 -5.59180 2.13566
H 1.63411 -6.77347 0.08177
H 2.40211 -7.72348 1.35377
H 3.99713 -7.46867 -0.41495
H 4.51761 -6.62361 1.12057
H 5.89700 -6.02885 -1.54088
H 5.75080 -4.28993 -1.32980
H 6.09264 -5.35916 0.05852
H 3.47188 -6.42956 -2.38570
H 2.14578 -5.51324 -1.76478
H 3.42020 -4.66196 -2.59235
H 1.58357 -3.29731 2.69370
H 2.29726 -2.09610 1.66530
H 3.34064 -3.23562 2.63439
H 3.26140 -3.09324 -1.31347
```

Record 6
The following is a quantum chemistry calculation of a 2-piece molecular cluster, C4H6N2O2 overall at a distorted geometry, from the OMol25 dataset.

Results
* Kohn-Sham gap (alpha / beta): 7.9892 / 5.5065 eV
* F_max: 6.5 eV/Å
* electronic energy: -11309.5991 eV
* HOMO level (alpha / beta): -7.453 / -9.569 eV
* total charge: 0
* ⟨S²⟩: 2.034
* 2S+1: 3

XYZ file:
```
14
C4H6N2O2 the ωB97M-V functional and the def2-TZVPD basis
C 1.20662 2.14570 -0.13699
C 1.04966 0.85933 0.11718
C -1.80260 -1.37614 -0.43588
C 1.11797 -0.43922 -0.05556
N -1.53773 -0.43226 0.42297
N -2.02994 0.76622 0.16980
O -2.53091 1.34269 1.08539
O -1.89814 1.20649 -0.93466
H 2.11521 2.75508 -0.15549
H -2.39563 -0.96188 -1.19707
H 0.23465 2.71795 -0.29156
H -1.70697 -2.42040 -0.16207
H 1.02894 -1.01768 0.83234
H 1.18654 -0.98147 -0.99968
```

Record 7
The following is a quantum chemistry calculation of C19H43OP3SW as an isolated structure at a distorted geometry, from the OMol25 dataset.

Results
* Kohn-Sham gap (alpha / beta): 5.0971 / 5.4001 eV
* F_max: 7.2 eV/Å
* electronic energy: -62927.1761 eV
* HOMO level (alpha / beta): -20.228 / -20.527 eV
* total charge: +4
* ⟨S²⟩: 2.017
* 2S+1: 3

XYZ file:
```
68
C19H43OP3SW the ωB97M-V functional and the def2-TZVPD basis
W -0.13701 0.81937 0.46205
P -1.79755 2.15128 0.92969
P -1.45730 -0.20957 -1.43545
P 1.80360 1.57813 1.66940
H 0.16011 1.55066 -2.91060
C 1.22022 1.57599 -2.51609
C 1.83611 0.47342 -2.03240
H 1.52164 -0.53137 -2.21708
C -2.55368 3.35649 -0.20515
C -3.30555 1.23226 1.51376
C -1.43199 3.18437 2.38275
C -0.82886 -1.32520 -2.78749
C -2.59444 -1.47545 -0.63462
C -2.72325 0.72460 -2.44371
C 3.35502 0.74991 1.22472
C 1.46767 0.97716 3.36940
C 2.35400 3.27653 1.94941
H 1.53482 2.58956 -2.18338
H 2.69598 0.60571 -1.36193
H -2.22237 4.36430 0.05461
H -3.65266 3.33319 -0.21666
H -2.18215 3.15224 -1.20474
H -3.92837 1.86671 2.16830
H -3.01588 0.34342 2.09689
H -3.93040 0.89885 0.67653
H -2.33117 3.72099 2.71610
H -0.66894 3.90761 2.09009
H -1.06982 2.57513 3.21148
H -1.70077 -1.70683 -3.35907
H -0.28604 -2.18385 -2.34913
H -0.17013 -0.75125 -3.46006
H -3.34875 -1.77792 -1.38822
H -3.10495 -1.03997 0.24048
H -2.00477 -2.36257 -0.33002
H -3.21711 0.01389 -3.14211
H -2.20313 1.50585 -3.02572
H -3.48628 1.17951 -1.78522
H 4.06620 0.98100 2.02790
H 3.73613 1.14038 0.27352
H 3.20889 -0.33518 1.15293
H 2.26917 1.39635 3.99165
H 1.50768 -0.11897 3.40374
H 0.49811 1.31868 3.75253
H 3.28764 3.21037 2.54146
H 1.57328 3.83132 2.49392
H 2.51242 3.75270 0.96784
C 0.75758 5.07494 -0.91827
C -0.30755 5.67246 -1.74207
C -0.10369 7.00074 -2.11044
C 1.22611 7.53334 -1.96229
C 2.35947 6.73332 -1.63905
C 2.14367 5.41739 -1.28408
O 0.54479 4.40974 0.14599
H -0.21136 1.19669 -1.20831
H -1.29582 5.20309 -1.70395
H -0.97307 7.61064 -2.45809
H 1.36121 8.58471 -2.22831
H 3.37713 7.16319 -1.59842
H 2.93345 4.78066 -0.87286
C -0.79713 -1.69821 2.45289
S 0.42400 -1.30332 1.16791
C 0.69228 -2.79799 0.20002
H -1.33972 -0.81654 2.83437
H -0.10906 -2.10487 3.20397
H -1.46555 -2.45268 2.02150
H 1.43432 -3.24889 0.86305
H -0.24562 -3.35045 0.16383
H 1.11241 -2.55506 -0.78119
```